A single C6H13N molecule at a distorted geometry. Source: the Open Molecules 2025 dataset; level of theory: ωB97M-V with the def2-TZVPD basis set.

Summary:
HOMO level   -7.73 eV
Gap between HOMO and LUMO   0.325 Ha
Energy   -7921.09936 eV
2S+1   1
Charge   0
Energy above the lowest of the compared OMol25 structures with the same formula, charge and spin   40.0 kcal per mole
SMILES   CCC(=CN)CC

```
20
Properties=species:S:1:pos:R:3:forces:R:3:nbo_charge:R:1
C 1.078300 -0.440667 1.565050 2.20 1.58 -1.97 -0.600
C 0.024762 0.627036 1.166992 -1.43 -1.78 -0.67 -0.430
C -0.365757 0.274189 -0.269949 1.08 0.16 -0.16 -0.057
C 0.400784 0.955402 -1.132410 -1.12 0.49 -2.96 -0.022
N 1.372363 1.929241 -0.831175 0.17 1.85 1.97 -0.862
C -1.335367 -0.868413 -0.677733 -1.15 2.12 0.23 -0.425
C -1.282038 -2.267308 -0.013379 1.22 0.44 -0.02 -0.617
H 1.870882 -0.634801 0.691484 -1.83 0.58 1.80 0.211
H 1.634146 -0.064125 2.387784 0.77 0.26 0.90 0.202
H 0.719863 -1.380138 1.869780 -0.98 -1.13 0.13 0.207
H -0.901112 0.508538 1.767839 0.64 0.26 0.14 0.207
H 0.345913 1.693466 1.177158 -0.13 -1.18 0.63 0.196
H 0.156595 0.913150 -2.236574 0.61 -0.46 1.14 0.181
H 1.906523 2.503287 -1.484024 -0.82 -1.06 -0.52 0.391
H 1.131902 2.603214 -0.059926 0.32 -1.31 -1.02 0.363
H -2.382995 -0.405198 -0.638412 0.89 -0.83 1.09 0.205
H -1.430784 -0.975439 -1.761073 1.25 -0.19 -0.21 0.216
H -1.543784 -2.302980 1.064757 -0.22 0.07 -0.83 0.210
H -0.319393 -2.836593 -0.116064 -0.42 1.04 0.05 0.209
H -1.918403 -2.808507 -0.675921 -1.05 -0.89 0.27 0.215
```
Forces are in eV/Å.

***

A single C6H13N molecule. Source: the Open Molecules 2025 dataset; level of theory: ωB97M-V with the def2-TZVPD basis set.

Summary:
HOMO level   -7.03 eV
Gap between HOMO and LUMO   0.291 Ha
Energy   -7918.76555 eV
2S+1   1
Charge   0
Energy above the lowest of the compared OMol25 structures with the same formula, charge and spin   93.8 kcal per mole

```
20
Properties=species:S:1:pos:R:3:forces:R:3:nbo_charge:R:1
C 1.512820 -1.452539 0.005483 0.03 -0.32 -0.22 -0.378
C 0.530235 0.129825 1.352527 0.02 0.62 0.05 -0.392
N 0.666856 -0.253489 -0.211602 0.30 0.11 0.12 -0.334
C 1.112418 0.654886 -1.292207 0.20 0.08 0.17 -0.409
C -0.647806 0.119594 0.493123 -0.10 -0.04 0.09 0.098
C -1.255649 1.463968 0.108909 0.02 0.03 -0.08 -0.637
C -1.693941 -0.974096 0.576712 0.09 -0.05 0.03 -0.620
H 1.940396 -1.818198 -0.933885 -0.27 -0.11 -0.13 0.173
H 2.313923 -1.156428 0.695270 -0.08 -0.21 -0.45 0.219
H 0.957361 -2.227448 0.530341 -0.03 0.05 -0.26 0.227
H 1.002868 1.117884 1.357505 -0.38 0.36 0.28 0.129
H 0.354828 0.847599 -2.071119 0.05 -0.30 0.51 0.207
H 1.407033 1.616360 -0.868223 0.09 -0.05 -0.09 0.205
H 1.977083 0.212959 -1.794227 -0.09 0.06 0.18 0.212
H -1.897331 1.734269 0.957842 0.04 -0.07 -0.20 0.233
H -0.501384 2.251890 0.039943 -0.14 -0.17 -0.07 0.216
H -1.876901 1.459811 -0.792683 0.05 -0.07 0.03 0.204
H -1.239828 -1.952811 0.743627 -0.04 0.12 0.03 0.220
H -2.315663 -1.015520 -0.327539 0.14 0.02 0.14 0.202
H -2.347316 -0.758516 1.430201 0.10 -0.06 -0.13 0.224
```
Forces are in eV/Å.

***

A single C6H13N molecule at a distorted geometry. Source: the Open Molecules 2025 dataset; level of theory: ωB97M-V with the def2-TZVPD basis set.

Summary:
HOMO level   -8.42 eV
Gap between HOMO and LUMO   0.353 Ha
Energy   -7921.96510 eV
2S+1   1
Charge   0
Energy above the lowest of the compared OMol25 structures with the same formula, charge and spin   20.0 kcal per mole
SMILES   CC/C=C/NCC

```
20
Properties=species:S:1:pos:R:3:forces:R:3:nbo_charge:R:1
C -3.210045 0.100496 0.400041 -0.13 -0.59 -0.55 -0.601
C -1.821054 0.401881 0.942206 -0.08 -0.76 -0.85 -0.430
C -0.736892 -0.339703 0.160844 -0.53 -0.12 0.69 -0.253
C 0.425996 -0.596356 0.739796 1.18 0.33 -0.19 -0.004
N 1.551210 -1.256458 0.148825 -1.06 0.23 -0.82 -0.610
C 2.593674 -0.310122 -0.317924 -0.03 -0.44 0.16 -0.216
C 2.115530 0.792861 -1.247111 -0.17 0.53 0.72 -0.639
H -3.333692 0.384122 -0.646281 0.11 0.38 -0.01 0.199
H -4.031980 0.532522 0.967482 0.11 0.08 0.12 0.211
H -3.345602 -0.985019 0.365205 -0.12 0.00 0.29 0.202
H -1.637720 1.475845 0.944898 0.09 0.01 0.22 0.205
H -1.764514 -0.040057 1.924153 -0.04 0.50 0.68 0.210
H -0.986978 -0.798696 -0.791644 0.07 0.28 -0.20 0.192
H 0.657154 -0.189653 1.720550 -0.11 0.04 0.08 0.179
H 1.169368 -1.652175 -0.711817 0.22 -0.36 0.16 0.340
H 3.325368 -0.931771 -0.830640 0.22 0.03 0.07 0.194
H 3.072873 0.101616 0.569760 0.06 0.14 0.00 0.188
H 1.753422 0.432681 -2.208217 0.15 -0.06 -0.08 0.204
H 1.300576 1.340083 -0.767657 -0.10 -0.09 -0.11 0.215
H 2.903308 1.537903 -1.362470 0.14 -0.15 -0.38 0.215
```
Forces are in eV/Å.

***

A single C6H13N molecule. Source: the Open Molecules 2025 dataset; level of theory: ωB97M-V with the def2-TZVPD basis set.

Summary:
HOMO level   -8.38 eV
Gap between HOMO and LUMO   0.353 Ha
Energy   -7922.59697 eV
2S+1   1
Charge   0
Energy above the lowest of the compared OMol25 structures with the same formula, charge and spin   5.4 kcal per mole
SMILES   CCN1CCCC1

```
20
Properties=species:S:1:pos:R:3:forces:R:3:nbo_charge:R:1
C -0.813108 -0.437083 -0.615821 0.31 0.46 0.23 -0.226
N 0.212776 -0.129767 0.410562 0.03 0.03 -0.14 -0.436
C 1.474936 -0.828592 0.214412 -0.66 0.00 0.37 -0.208
C 1.297360 -2.334272 0.299813 0.69 -0.11 -0.40 -0.617
C 0.358499 1.318858 0.397659 0.04 0.16 -0.05 -0.215
C -1.096107 1.755102 0.316074 0.23 -0.17 0.45 -0.410
C -1.547428 0.914931 -0.860670 0.05 -0.70 -0.33 -0.412
H -1.463769 -1.232855 -0.251542 -0.01 -0.02 -0.17 0.197
H -0.306677 -0.748656 -1.538835 -0.22 -0.20 -0.06 0.169
H 1.897317 -0.539704 -0.762058 0.26 -0.10 0.04 0.155
H 2.131355 -0.504591 1.020486 0.25 0.13 -0.11 0.194
H 2.272161 -2.824125 0.323624 0.12 0.06 -0.04 0.210
H 0.788557 -2.651575 1.204404 -0.35 0.12 -0.01 0.215
H 0.814760 -2.702981 -0.603195 -0.34 -0.16 0.16 0.203
H 0.914424 1.690509 1.254340 -0.09 -0.13 0.33 0.200
H 0.919641 1.662634 -0.487575 -0.04 0.04 -0.16 0.151
H -1.556155 1.360972 1.224376 -0.20 0.11 0.04 0.206
H -1.288971 2.822553 0.297212 0.11 0.13 -0.39 0.214
H -2.619821 0.805319 -0.982918 -0.17 -0.06 0.18 0.212
H -1.167896 1.290692 -1.810234 -0.01 0.40 0.06 0.198
```
Forces are in eV/Å.

***

A single C6H13N molecule at a distorted geometry. Source: the Open Molecules 2025 dataset; level of theory: ωB97M-V with the def2-TZVPD basis set.

Summary:
HOMO level   -9.03 eV
Gap between HOMO and LUMO   0.372 Ha
Energy   -7921.12618 eV
2S+1   1
Charge   0
Energy above the lowest of the compared OMol25 structures with the same formula, charge and spin   39.4 kcal per mole
SMILES   C=C(C)CNCC

```
20
Properties=species:S:1:pos:R:3:forces:R:3:nbo_charge:R:1
C 0.823197 0.407107 -0.153597 1.05 -2.68 -4.22 -0.223
C -0.379530 0.866833 1.912600 -0.34 -2.32 -1.59 -0.222
C -0.234802 -0.528875 -2.490915 0.07 0.17 -0.02 -0.664
C -1.822723 0.909591 2.364898 0.11 0.02 0.05 -0.619
N -0.294258 -0.071791 0.528886 -1.40 2.49 4.21 -0.630
C 0.881110 -0.653210 -1.510243 0.56 2.24 2.10 0.056
C 1.890425 -1.500126 -1.613060 0.25 -0.04 -0.07 -0.448
H -0.134815 -1.024572 0.850144 0.04 0.21 0.05 0.354
H 1.794698 0.320458 0.354097 -0.05 0.15 -0.05 0.161
H 0.648922 1.418533 -0.529066 0.13 -0.07 0.07 0.189
H 0.269478 0.373001 2.649723 -0.15 0.16 -0.11 0.179
H 0.010476 1.875859 1.758282 0.04 -0.28 -0.57 0.192
H -1.186314 -0.688226 -1.984149 -0.06 0.01 -0.05 0.234
H -0.254083 0.474035 -2.920579 -0.07 0.08 0.01 0.214
H -0.132067 -1.240376 -3.312438 0.00 -0.04 0.10 0.212
H -2.442916 1.387792 1.607850 -0.01 -0.04 -0.03 0.213
H -2.201966 -0.097472 2.536872 -0.04 0.00 -0.01 0.207
H -1.926145 1.473884 3.293434 0.01 0.00 0.04 0.207
H 2.046245 -2.105333 -2.498315 -0.26 -0.24 0.04 0.193
H 2.645069 -1.597112 -0.844427 0.11 0.19 0.04 0.193
```
Forces are in eV/Å.

***

A single C6H13N molecule at a distorted geometry. Source: the Open Molecules 2025 dataset; level of theory: ωB97M-V with the def2-TZVPD basis set.

Summary:
HOMO level   -8.48 eV
Gap between HOMO and LUMO   0.353 Ha
Energy   -7921.71493 eV
2S+1   1
Charge   0
Energy above the lowest of the compared OMol25 structures with the same formula, charge and spin   25.8 kcal per mole
SMILES   C=C(CCC)NC

```
20
Properties=species:S:1:pos:R:3:forces:R:3:nbo_charge:R:1
C 2.595574 0.147930 0.528953 -0.52 0.93 -0.39 -0.605
C 1.424243 -0.666321 -0.059147 0.73 0.18 0.79 -0.410
C 0.444805 0.128229 -0.931766 -1.00 -0.63 -0.12 -0.453
C -0.764756 0.688305 -0.142276 0.53 0.39 -0.96 0.220
C -1.280072 1.892843 -0.424316 1.40 -0.15 0.56 -0.482
C -2.119304 -1.264452 0.253691 0.57 -0.97 -0.39 -0.407
N -1.281558 -0.204396 0.802847 -0.61 -0.27 1.03 -0.662
H 3.302395 0.438242 -0.254341 0.05 -0.14 0.05 0.196
H 3.144351 -0.330278 1.340519 -0.13 -0.29 -0.16 0.210
H 2.210725 1.093103 0.929849 0.03 -0.06 0.08 0.200
H 0.846807 -1.034423 0.786778 0.01 -0.35 -0.09 0.225
H 1.886916 -1.513189 -0.568915 -0.42 -0.06 -0.25 0.199
H 0.944953 0.898759 -1.523194 -0.18 0.04 0.14 0.215
H -0.033238 -0.564590 -1.636526 0.43 -0.04 -0.21 0.210
H -1.834061 2.431900 0.334173 -0.78 -0.08 -0.49 0.201
H -0.799493 2.419500 -1.244415 -0.13 0.37 0.34 0.199
H -1.641331 -1.617075 -0.662111 -0.08 -0.01 -0.04 0.196
H -2.143360 -2.150217 0.901567 0.03 0.33 0.15 0.197
H -3.153617 -1.030152 -0.014803 0.03 0.53 0.12 0.181
H -1.749978 0.236287 1.583433 0.03 0.27 -0.17 0.370
```
Forces are in eV/Å.

***

A single C6H13N molecule at a distorted geometry. Source: the Open Molecules 2025 dataset; level of theory: ωB97M-V with the def2-TZVPD basis set.

Summary:
HOMO level   -8.45 eV
Gap between HOMO and LUMO   0.354 Ha
Energy   -7920.23257 eV
2S+1   1
Charge   0
Energy above the lowest of the compared OMol25 structures with the same formula, charge and spin   60.0 kcal per mole
SMILES   C=CCCNCC

```
20
Properties=species:S:1:pos:R:3:forces:R:3:nbo_charge:R:1
C -0.171223 0.983021 -2.194947 0.68 -1.23 -0.47 -0.220
N -0.594960 0.214455 -1.009070 0.90 -0.19 -1.72 -0.649
C 0.437311 -0.080092 -0.010654 -2.54 1.40 1.20 -0.200
C -0.473646 -0.209122 1.273134 0.35 -1.29 1.20 -0.457
C 0.186464 -1.215125 2.189049 -0.56 0.51 -0.03 -0.155
C 0.176439 -2.530559 1.947501 -0.59 -1.24 0.75 -0.439
C 0.373349 2.352663 -1.809150 -0.32 -0.11 -0.33 -0.641
H 0.629385 0.390027 -2.738629 -0.65 0.49 0.80 0.181
H -0.939095 1.017642 -2.974714 -0.37 0.13 0.54 0.200
H -1.498395 0.457469 -0.619732 0.50 0.25 -0.19 0.370
H 1.174883 0.727603 0.183738 -0.38 -0.13 -0.30 0.169
H 0.995478 -0.981076 -0.189198 -0.05 -0.51 -0.29 0.195
H -1.431853 -0.707413 1.063504 0.04 0.47 -0.71 0.210
H -0.664762 0.760634 1.775548 0.19 -0.46 -0.46 0.209
H 0.628844 -0.798780 3.078356 1.58 0.00 -0.26 0.197
H 1.043824 -3.144052 2.221292 -0.68 0.06 0.89 0.196
H -0.748331 -3.131103 1.685687 1.35 1.10 -1.13 0.206
H 0.009723 3.188123 -2.419492 0.49 -0.27 -0.15 0.214
H 1.448418 2.279796 -1.716085 0.28 0.56 -0.22 0.208
H -0.009681 2.517388 -0.827076 -0.21 0.48 0.85 0.205
```
Forces are in eV/Å.

***

A single C6H13N molecule at a distorted geometry. Source: the Open Molecules 2025 dataset; level of theory: ωB97M-V with the def2-TZVPD basis set.

Summary:
HOMO level   -8.98 eV
Gap between HOMO and LUMO   0.373 Ha
Energy   -7921.29388 eV
2S+1   1
Charge   0
Energy above the lowest of the compared OMol25 structures with the same formula, charge and spin   35.5 kcal per mole
SMILES   C/C=C/CCCN

```
20
Properties=species:S:1:pos:R:3:forces:R:3:nbo_charge:R:1
C 2.045385 -0.176375 -0.632637 -0.66 1.30 -0.66 -0.223
C 1.081386 -0.557935 0.493185 0.15 -1.43 0.60 -0.421
C 0.111163 0.388975 1.234132 -0.61 1.04 -0.41 -0.431
C -3.248330 0.073620 -0.874694 0.37 0.87 0.23 -0.641
C -1.975448 -0.104172 -0.089609 -1.04 -2.29 1.64 -0.172
C -1.118474 0.787320 0.377588 0.83 -0.10 -1.30 -0.205
N 3.430467 0.137459 -0.227271 -0.91 -0.10 -0.95 -0.843
H 2.137378 -0.910797 -1.458731 -0.39 0.01 0.78 0.195
H 1.519219 0.671121 -1.113333 0.75 0.17 -0.14 0.173
H 0.275384 -1.168921 0.091285 0.78 -1.22 -0.21 0.216
H 1.748692 -1.077026 1.231155 -1.05 -0.05 -0.33 0.194
H -0.251995 -0.184030 2.143474 0.59 1.06 -0.84 0.222
H 0.564601 1.360257 1.424735 0.28 -0.13 0.98 0.207
H -3.249582 1.118981 -1.247412 -0.40 -0.63 -0.05 0.209
H -3.334638 -0.646169 -1.694098 0.09 0.21 0.02 0.218
H -4.117966 -0.091994 -0.203472 0.46 0.20 -0.40 0.220
H -1.909717 -1.143836 0.374869 0.10 1.11 -0.68 0.172
H -1.170090 1.769225 -0.129638 0.21 -0.19 0.80 0.194
H 3.995447 -0.679956 -0.429892 0.12 0.32 0.61 0.361
H 3.467119 0.434254 0.730364 0.32 -0.15 0.30 0.356
```
Forces are in eV/Å.